1.
{
  "formula": "C19H27NO6",
  "method": "ωB97M-V with the def2-TZVPD basis set",
  "lumo_ev": 0.78,
  "smiles": "CCOC(=O)[C@@H]1CCCN(C[C@@H](O)COCc2ccc3c(c2)OCO3)C1",
  "orbital_gap_ev": 8.99,
  "charge": 0,
  "homo_energy_ev": -8.21,
  "species": ["C", "C", "O", "C", "O", "C", "C", "C", "C", "N", "C", "C", "O", "C", "O", "C", "C", "C", "C", "C", "C", "C", "O", "C", "O", "C", "H", "H", "H", "H", "H", "H", "H", "H", "H", "H", "H", "H", "H", "H", "H", "H", "H", "H", "H", "H", "H", "H", "H", "H", "H", "H", "H"],
  "positions_angstrom": [[1.25099, 3.62042, 2.41379], [2.33346, 3.06142, 1.50324], [1.96239, 1.80818, 0.92071], [1.23075, 1.85745, -0.19999], [0.82616, 2.88131, -0.68581], [1.05541, 0.47816, -0.79559], [2.38727, 0.04645, -1.42445], [2.19633, -1.29807, -2.11495], [1.06670, -1.20199, -3.13553], [-0.16526, -0.82135, -2.46935], [-1.34346, -0.97909, -3.30763], [-2.15348, -2.21674, -2.85089], [-1.29337, -3.27077, -2.52183], [-3.06204, -1.88160, -1.65522], [-2.25004, -1.41732, -0.60826], [-2.94950, -1.10900, 0.57293], [-1.95618, -0.58560, 1.57506], [-2.19763, 0.57542, 2.28911], [-1.27111, 1.08511, 3.19692], [-0.09313, 0.39597, 3.33987], [0.15903, -0.77275, 2.62035], [-0.75891, -1.28908, 1.74209], [1.40137, -1.24769, 2.94454], [1.94796, -0.31266, 3.84765], [0.98642, 0.67948, 4.13626], [-0.04853, 0.48472, -1.85316], [1.05764, 2.93854, 3.23665], [0.33486, 3.76887, 1.84766], [1.57765, 4.57633, 2.81399], [2.54454, 3.76882, 0.69409], [3.24866, 2.85492, 2.06303], [0.79435, -0.22295, 0.00004], [3.15673, -0.02094, -0.65375], [2.69896, 0.79517, -2.15783], [3.11785, -1.60008, -2.61534], [1.94372, -2.05467, -1.37063], [0.91654, -2.17300, -3.61244], [1.34441, -0.47074, -3.91835], [-1.98190, -0.09517, -3.25071], [-1.05655, -1.11744, -4.35722], [-2.78677, -2.57222, -3.67091], [-0.68253, -2.89446, -1.86984], [-3.80458, -1.12053, -1.94362], [-3.60223, -2.79080, -1.34721], [-3.44724, -2.01442, 0.96395], [-3.73012, -0.35797, 0.37494], [-3.12626, 1.10572, 2.14344], [-1.46532, 1.98598, 3.75424], [-0.56787, -2.19010, 1.18519], [2.83608, 0.15822, 3.39422], [2.23911, -0.82379, 4.77796], [-0.99643, 0.72269, -1.36837], [0.17511, 1.27365, -2.59307]],
  "forces_ev_per_angstrom": [[0.13, -0.27, -0.26], [0.01, 0.53, 0.06], [0.11, -0.29, 0.28], [-0.17, -0.29, -0.20], [-0.06, 0.16, -0.02], [0.02, 0.29, -0.21], [-0.06, -0.26, 0.18], [0.01, 0.25, -0.27], [0.22, -0.25, 0.07], [0.12, 0.01, -0.11], [-0.17, -0.39, 0.02], [-0.46, 0.52, 0.25], [0.23, -0.35, 0.09], [-0.06, -0.31, -0.44], [0.11, 0.09, -0.01], [-0.21, -0.04, 0.22], [-0.17, 0.12, -0.11], [-0.10, -0.19, -0.17], [0.40, -0.02, 0.24], [-0.07, -0.38, -0.32], [-0.28, 0.40, 0.19], [0.28, 0.01, 0.27], [-0.37, -0.23, -0.29], [1.23, -0.01, 0.43], [-0.49, 0.19, 0.01], [0.01, 0.16, 0.29], [0.00, 0.00, 0.09], [-0.07, 0.06, -0.02], [0.02, 0.12, 0.06], [0.06, -0.13, 0.16], [-0.08, 0.01, -0.10], [0.01, 0.05, -0.03], [0.03, 0.06, -0.03], [0.04, 0.05, -0.01], [0.02, -0.05, 0.02], [0.01, -0.11, 0.02], [-0.01, 0.09, -0.04], [-0.03, -0.05, -0.01], [0.04, 0.06, -0.04], [0.01, 0.07, 0.05], [0.01, 0.10, 0.08], [0.03, 0.04, -0.04], [0.06, -0.02, 0.02], [0.05, 0.09, -0.04], [0.04, 0.11, -0.11], [0.09, -0.07, 0.06], [-0.11, 0.06, -0.06], [-0.01, 0.13, 0.07], [0.07, -0.15, -0.11], [-0.25, -0.09, 0.04], [-0.15, 0.09, -0.21], [0.01, 0.05, -0.07], [-0.07, -0.06, 0.05]],
  "lowdin_charge": [-0.052, -0.204, -0.007, -0.462, 0.125, -0.192, -0.139, -0.165, -0.195, -0.174, -0.121, -0.337, -0.023, -0.170, -0.152, -0.168, -0.192, -0.033, 0.009, -0.216, -0.203, 0.051, 0.043, -0.154, 0.019, -0.135, 0.055, 0.080, 0.080, 0.122, 0.122, 0.135, 0.119, 0.130, 0.113, 0.116, 0.121, 0.129, 0.126, 0.125, 0.148, 0.084, 0.131, 0.132, 0.138, 0.130, 0.111, 0.120, 0.135, 0.138, 0.141, 0.128, 0.139]
}



2.
{
  "formula": "C5H11NO",
  "method": "ωB97M-V with the def2-TZVPD basis set",
  "lumo_ev": [0.84, 0.25],
  "orbital_gap_ev": [8.56, 7.70],
  "charge": 0,
  "homo_energy_ev": [-7.72, -7.45],
  "species": ["C", "C", "C", "C", "C", "O", "N", "H", "H", "H", "H", "H", "H", "H", "H", "H", "H", "H"],
  "positions_angstrom": [[1.15586, -0.54868, 0.55815], [-1.44868, 0.45724, -0.36533], [-1.02999, -1.28296, -0.27584], [0.92974, 0.24003, 1.80794], [0.65956, 0.64737, -1.46039], [1.50260, 0.05137, -0.56793], [0.85507, 1.43948, -2.37584], [1.48826, -1.57599, 0.63825], [1.77425, 1.86938, -2.49276], [-0.88270, 1.30503, 0.00721], [-1.97515, 0.68371, -1.28829], [-2.21026, 0.33895, 0.41362], [0.90256, 1.30920, 1.59243], [1.71327, 0.04855, 2.54643], [-0.02749, -0.01860, 2.27276], [-1.06693, -1.73514, 0.71541], [-1.99776, -1.52881, -0.71488], [-0.34223, -1.70013, -1.01094]],
  "forces_ev_per_angstrom": [[0.83, 0.00, 1.38], [-0.57, -2.84, 1.64], [-2.08, 2.46, -1.25], [-0.16, 0.03, -0.27], [0.09, -0.20, -1.06], [0.24, 0.24, -0.39], [0.33, 0.32, 0.05], [-0.04, 0.01, -0.15], [0.01, -0.06, 0.04], [0.57, -0.31, -0.20], [0.38, -0.12, -0.10], [-0.38, 0.28, -0.01], [0.08, -0.03, 0.01], [0.00, 0.04, -0.02], [-0.01, -0.06, 0.03], [0.42, 0.34, -0.06], [-0.16, -0.41, -0.03], [0.45, 0.32, 0.39]],
  "lowdin_charge": [-0.266, -0.108, -0.102, -0.071, -0.295, -0.021, 0.123, 0.120, 0.065, 0.043, 0.062, 0.053, 0.082, 0.076, 0.075, 0.057, 0.049, 0.060]
}



3.
{
  "formula": "C30H47FO27",
  "method": "ωB97M-V with the def2-TZVPD basis set",
  "lumo_ev": 0.04,
  "smiles": "O=C1OC[C@@H](F)O1.CCOC(=O)OC.CCOC(=O)OC.CCOC(=O)OC.O=C1OCCO1.O=C1OCCO1.O=C1OCCO1.O=C1OCCO1.O=C1OCCO1",
  "orbital_gap_ev": 10.51,
  "charge": 0,
  "homo_energy_ev": -10.47,
  "species": ["O", "C", "O", "C", "C", "F", "O", "H", "H", "H", "C", "C", "O", "C", "O", "O", "C", "H", "H", "H", "H", "H", "H", "H", "H", "C", "C", "O", "C", "O", "O", "C", "H", "H", "H", "H", "H", "H", "H", "H", "C", "C", "O", "C", "O", "O", "C", "H", "H", "H", "H", "H", "H", "H", "H", "O", "C", "O", "C", "C", "O", "H", "H", "H", "H", "O", "C", "O", "C", "C", "O", "H", "H", "H", "H", "O", "C", "O", "C", "C", "O", "H", "H", "H", "H", "O", "C", "O", "C", "C", "O", "H", "H", "H", "H", "O", "C", "O", "C", "C", "O", "H", "H", "H", "H"],
  "positions_angstrom": [[-16.98713, 6.25575, -16.82286], [-17.77118, 5.49667, -17.29136], [-17.47188, 4.51359, -18.17436], [-18.68780, 3.95361, -18.63229], [-19.65391, 4.27401, -17.49949], [-19.52906, 3.36443, -16.49367], [-19.09164, 5.49358, -17.01860], [-19.04163, 4.38496, -19.56786], [-18.62431, 2.87056, -18.73060], [-20.69289, 4.47890, -17.72366], [-13.26176, 8.70781, -15.19285], [-13.91303, 7.79954, -16.22828], [-14.79814, 8.55500, -17.02939], [-14.33597, 9.06773, -18.16706], [-13.22874, 8.91097, -18.60755], [-15.25406, 9.77321, -18.81399], [-16.52607, 9.98293, -18.22868], [-14.07176, 9.07606, -14.55590], [-12.66123, 9.52356, -15.58770], [-12.62796, 8.10888, -14.52933], [-14.51469, 7.07328, -15.68591], [-13.17678, 7.28146, -16.84023], [-16.47540, 10.52170, -17.27784], [-17.10462, 9.06501, -18.11463], [-17.11854, 10.64698, -18.85763], [-21.49377, 13.44279, -6.58714], [-21.68158, 12.04168, -7.11761], [-21.02494, 11.91694, -8.37984], [-21.41051, 10.89013, -9.13290], [-22.21656, 10.05391, -8.81350], [-20.77951, 10.95654, -10.29628], [-21.03531, 9.89015, -11.19374], [-20.48752, 13.84950, -6.53078], [-21.95572, 13.47052, -5.59246], [-22.10260, 14.17320, -7.13012], [-22.75401, 11.88250, -7.24018], [-21.32008, 11.28398, -6.42258], [-20.67911, 10.21482, -12.16356], [-22.09114, 9.62790, -11.26893], [-20.47923, 8.99946, -10.90620], [-16.92767, 3.22978, -12.71586], [-17.71153, 3.31218, -14.03245], [-16.94905, 2.81454, -15.11833], [-17.21530, 1.60917, -15.60014], [-17.74595, 0.70742, -15.00412], [-16.76171, 1.54100, -16.85034], [-16.97885, 0.30911, -17.51434], [-17.45514, 3.80019, -11.95945], [-15.92815, 3.60681, -12.93013], [-16.86247, 2.17448, -12.44625], [-17.91081, 4.37107, -14.22169], [-18.69148, 2.84875, -13.91974], [-16.24022, -0.44103, -17.22383], [-16.95009, 0.49389, -18.58295], [-17.94230, -0.13546, -17.25454], [-22.18000, 5.68078, -16.55800], [-22.51600, 5.90356, -15.44130], [-23.72139, 6.42928, -15.11314], [-23.63888, 6.91986, -13.77262], [-22.50035, 6.10020, -13.18341], [-21.73189, 5.79334, -14.35568], [-23.41435, 7.99460, -13.78249], [-24.61166, 6.86304, -13.28922], [-22.87866, 5.19929, -12.70081], [-21.86471, 6.66497, -12.51276], [-16.40236, 11.35387, -13.52642], [-15.25114, 11.45860, -13.27204], [-14.30448, 11.82330, -14.16495], [-13.05717, 12.04507, -13.52229], [-13.34527, 11.64659, -12.05275], [-14.69495, 11.16764, -12.07546], [-12.27566, 11.44021, -13.97037], [-12.79863, 13.10158, -13.50346], [-13.33896, 12.51206, -11.39146], [-12.70526, 10.87088, -11.64125], [-15.29165, 6.07669, -10.25482], [-14.20663, 6.53883, -10.17589], [-13.90629, 7.84114, -10.42656], [-12.55362, 8.11333, -10.08356], [-11.99700, 6.74036, -9.65833], [-13.10333, 5.85529, -9.79170], [-11.97852, 8.48647, -10.93031], [-12.53990, 8.85358, -9.28580], [-11.60533, 6.68130, -8.64107], [-11.15978, 6.41295, -10.27797], [-19.64865, 10.96402, -18.76304], [-19.98275, 10.54140, -17.70760], [-19.61641, 11.08777, -16.53094], [-20.27787, 10.41580, -15.44810], [-20.86955, 9.16769, -16.12794], [-20.81574, 9.48647, -17.51744], [-19.55776, 10.19320, -14.66843], [-21.04743, 11.09330, -15.07487], [-21.91662, 9.06454, -15.85272], [-20.27715, 8.28718, -15.88154], [-19.58183, 6.78906, -11.53262], [-18.62676, 7.12135, -12.16636], [-17.49568, 6.45038, -12.30226], [-16.57505, 7.24385, -13.07239], [-17.52770, 8.08196, -13.89390], [-18.63997, 8.19562, -12.99481], [-15.98359, 7.84921, -12.38064], [-15.89060, 6.60695, -13.62383], [-17.87080, 7.57463, -14.80059], [-17.15188, 9.05849, -14.19308]],
  "forces_ev_per_angstrom": [[0.12, 0.14, 0.10], [0.25, -0.35, -0.20], [0.03, 0.41, -0.11], [-0.99, -0.86, 0.37], [0.73, 1.17, -0.13], [-0.31, -0.33, 0.02], [-0.34, -0.16, 0.20], [0.26, 0.21, -0.04], [0.39, 0.07, -0.06], [-0.07, -0.28, -0.01], [-0.22, -0.53, 0.59], [0.83, 0.12, 0.49], [-0.73, 0.07, 0.10], [0.37, -0.16, -0.36], [0.02, 0.02, 0.16], [0.02, 0.19, -0.21], [-1.15, 0.61, 0.42], [0.15, 0.37, -0.08], [-0.15, 0.02, -0.25], [0.06, -0.03, -0.16], [-0.18, -0.11, -0.30], [-0.07, 0.06, -0.11], [0.30, -0.35, 0.10], [0.29, -0.13, 0.10], [0.41, -0.16, -0.43], [-0.81, 0.59, 0.39], [-0.30, 0.32, 0.21], [0.20, 0.18, -0.15], [-0.32, -0.15, 0.22], [0.02, -0.06, -0.01], [0.09, 0.36, 0.03], [0.05, -0.63, -0.42], [0.19, -0.41, -0.01], [0.36, -0.10, 0.06], [0.20, -0.20, -0.35], [0.07, -0.21, -0.11], [0.18, -0.03, -0.10], [0.11, 0.13, -0.08], [-0.04, 0.21, 0.22], [-0.04, 0.01, 0.09], [-0.32, -0.68, -1.19], [-0.27, 0.75, 1.56], [0.07, 0.35, -0.77], [-0.14, -0.39, 0.59], [-0.16, 0.11, -0.08], [0.08, 0.34, -0.24], [-0.33, -0.90, 0.11], [0.22, 0.08, 0.18], [0.04, 0.16, 0.43], [0.13, 0.10, 0.27], [0.16, -0.10, -0.42], [0.17, -0.40, -0.36], [0.20, 0.22, -0.10], [0.21, 0.13, -0.01], [-0.05, 0.31, 0.02], [0.07, -0.45, -0.28], [-0.13, 0.85, 0.16], [0.06, -0.09, 0.07], [-0.13, 0.68, 0.20], [-0.39, 0.37, 0.08], [-0.05, -0.39, 0.01], [0.25, -0.14, -0.25], [0.06, -0.55, 0.02], [0.26, -0.17, -0.12], [0.07, -0.07, 0.17], [-0.40, -0.15, -0.10], [0.44, -0.31, 0.00], [0.03, 0.41, -0.12], [-0.08, -0.14, 1.22], [-0.30, 0.03, 0.06], [0.07, 0.16, -0.18], [-0.05, 0.02, -0.23], [0.02, 0.01, -0.61], [0.20, -0.01, 0.01], [0.04, -0.06, -0.12], [-0.17, -0.07, -0.24], [0.25, 0.06, 0.30], [0.09, -0.06, -0.17], [0.42, -0.32, 0.30], [0.54, -0.05, 0.18], [-0.02, 0.19, -0.07], [-0.34, 0.12, -0.18], [0.01, -0.02, 0.04], [-0.39, 0.23, 0.11], [-0.32, -0.07, -0.31], [0.09, -0.08, -0.35], [-0.35, 0.10, 0.27], [0.16, -0.26, 0.17], [-0.17, 0.17, -0.45], [-0.05, 0.68, 0.54], [0.42, -0.03, 0.04], [0.06, -0.01, 0.05], [0.03, -0.08, 0.11], [0.03, -0.39, -0.02], [-0.17, -0.21, -0.32], [0.10, -0.03, 0.49], [-0.85, 0.10, -1.09], [0.66, -0.41, 0.26], [0.22, 0.28, 0.21], [0.08, -0.09, -0.57], [-0.06, 0.42, 0.11], [-0.10, 0.03, 0.04], [-0.27, -0.22, -0.15], [0.10, -0.18, 0.10], [-0.03, 0.10, 0.38]],
  "lowdin_charge": [0.164, -0.547, 0.091, -0.056, -0.271, 0.085, 0.117, 0.143, 0.136, 0.144, -0.048, -0.204, 0.008, -0.603, 0.132, 0.032, -0.047, 0.066, 0.080, 0.081, 0.107, 0.128, 0.101, 0.095, 0.087, -0.073, -0.222, 0.043, -0.612, 0.124, 0.022, -0.038, 0.076, 0.080, 0.078, 0.124, 0.128, 0.083, 0.095, 0.083, -0.044, -0.225, 0.035, -0.616, 0.132, 0.000, -0.050, 0.074, 0.080, 0.079, 0.110, 0.127, 0.099, 0.091, 0.096, 0.158, -0.571, 0.062, -0.115, -0.090, 0.067, 0.123, 0.132, 0.137, 0.111, 0.165, -0.580, 0.054, -0.102, -0.095, 0.056, 0.119, 0.128, 0.128, 0.111, 0.185, -0.557, 0.048, -0.118, -0.111, 0.070, 0.117, 0.129, 0.129, 0.126, 0.160, -0.577, 0.060, -0.091, -0.099, 0.071, 0.111, 0.131, 0.126, 0.124, 0.141, -0.575, 0.060, -0.086, -0.103, 0.041, 0.125, 0.130, 0.116, 0.115]
}



4.
{
  "formula": "C10H6ClN3OS",
  "method": "ωB97M-V with the def2-TZVPD basis set",
  "lumo_ev": 0.01,
  "smiles": "N#Cc1c(Nc2ccccc2Cl)s[nH]c1=O",
  "orbital_gap_ev": 8.78,
  "charge": 0,
  "homo_energy_ev": -8.76,
  "species": ["N", "C", "C", "C", "N", "C", "C", "C", "C", "C", "C", "Cl", "S", "N", "C", "O", "H", "H", "H", "H", "H", "H"],
  "positions_angstrom": [[-1.68562, 1.19112, -3.72453], [-1.60581, 1.55799, -2.63940], [-1.47219, 1.94889, -1.30231], [-0.78632, 1.18848, -0.37857], [-0.18987, 0.01429, -0.67438], [0.53146, -0.87816, 0.09623], [0.80011, -0.70874, 1.45179], [1.53146, -1.65188, 2.15101], [2.01032, -2.78300, 1.51503], [1.75469, -2.97185, 0.16633], [1.02500, -2.03191, -0.53360], [0.71107, -2.28113, -2.22676], [-0.80030, 1.94305, 1.18846], [-1.70149, 3.22110, 0.57409], [-2.03737, 3.17859, -0.76949], [-2.68167, 4.05044, -1.29939], [-0.28490, -0.27563, -1.64716], [0.43733, 0.16502, 1.96899], [1.72554, -1.49642, 3.20059], [2.58032, -3.51769, 2.06062], [2.12075, -3.84816, -0.34456], [-1.98251, 3.98563, 1.16700]],
  "forces_ev_per_angstrom": [[0.01, -0.19, -0.35], [-0.05, -0.06, -0.32], [0.19, -0.03, 0.66], [-0.20, 0.33, -0.03], [-0.22, 0.12, -0.56], [0.28, -0.37, 0.24], [-0.09, 0.07, -0.17], [0.02, -0.05, -0.02], [-0.01, 0.02, 0.01], [-0.04, 0.08, 0.03], [-0.01, 0.05, 0.06], [0.03, -0.03, 0.07], [0.03, -0.13, -0.18], [0.07, 0.03, 0.32], [0.00, 0.14, 0.29], [-0.10, 0.03, -0.33], [-0.06, 0.19, 0.18], [0.07, -0.06, 0.11], [0.01, 0.02, 0.10], [0.05, -0.07, 0.05], [0.01, -0.06, -0.09], [0.00, -0.03, -0.06]],
  "lowdin_charge": [0.176, -0.185, -0.177, -0.437, 0.063, -0.252, -0.044, -0.074, -0.083, -0.101, -0.567, 0.733, 1.088, -0.236, -0.535, 0.080, 0.081, 0.028, 0.109, 0.106, 0.108, 0.118]
}



no.,F_max (hartree/bohr)
1,0.025
2,0.067
3,0.034
4,0.013